[1]
{"formula": "C40H57BBaBrN10Si", "method": "ωB97M-V/def2-TZVPD", "symbols": ["Ba", "C", "C", "C", "C", "C", "C", "C", "N", "N", "C", "C", "C", "C", "C", "C", "N", "C", "C", "C", "C", "C", "C", "N", "H", "H", "H", "H", "H", "H", "H", "H", "H", "H", "H", "H", "H", "H", "H", "H", "H", "H", "H", "H", "C", "C", "N", "N", "C", "B", "N", "C", "C", "C", "N", "N", "C", "C", "C", "N", "H", "H", "H", "H", "H", "H", "H", "H", "H", "H", "C", "C", "C", "C", "Si", "Br", "C", "C", "C", "C", "C", "C", "C", "C", "H", "H", "H", "H", "H", "H", "H", "H", "H", "H", "H", "H", "H", "H", "H", "H", "H", "H", "H", "H", "H", "H", "H", "H", "H", "H", "H"], "coordinates": [[-0.81989, -1.24328, -1.08582], [-1.88240, -3.71984, -2.11073], [-2.13510, -4.62171, -0.87547], [-3.08206, -4.00693, 0.15670], [-4.11311, -4.77893, 0.66844], [-4.98390, -4.22555, 1.59557], [-4.79167, -2.91389, 1.98113], [-3.72480, -2.21690, 1.43444], [-2.87684, -2.73874, 0.54960], [-0.40671, -3.28610, -2.32603], [-0.33779, -2.46500, -3.63009], [1.01984, -1.71357, -3.74899], [1.70194, -1.76096, -4.95001], [2.94240, -1.13997, -5.04880], [3.46851, -0.51583, -3.93759], [2.72432, -0.52424, -2.76400], [1.52779, -1.08822, -2.66810], [0.70864, -4.16483, -1.93901], [0.93160, -4.20382, -0.39143], [1.47961, -5.33959, 0.18416], [1.61199, -5.39390, 1.56501], [1.19709, -4.32254, 2.33706], [0.68777, -3.20706, 1.68936], [0.57949, -3.15123, 0.36264], [-2.53409, -2.80544, -1.96462], [-2.23100, -4.19199, -3.02929], [-1.21628, -4.88541, -0.35912], [-2.54494, -5.56618, -1.23047], [-4.23801, -5.80117, 0.33645], [-5.80250, -4.80858, 1.99713], [-5.45047, -2.42367, 2.68391], [-3.54958, -1.18645, 1.71414], [-1.18447, -1.71732, -3.62538], [-0.50269, -3.10862, -4.49304], [1.28017, -2.28529, -5.79721], [3.49190, -1.16433, -5.98073], [4.43301, -0.02842, -3.96485], [3.09974, -0.04529, -1.86594], [1.62128, -3.76369, -2.38144], [0.58314, -5.17509, -2.33935], [1.77419, -6.18100, -0.42987], [2.02089, -6.27900, 2.03497], [1.26450, -4.34682, 3.41564], [0.36872, -2.32937, 2.24125], [-0.37994, 3.34603, -3.34776], [0.06250, 2.10167, -2.89089], [-0.91572, 1.42558, -2.29404], [-2.00590, 2.21565, -2.36098], [-1.71011, 3.37061, -2.98513], [-3.39049, 1.84469, -1.78805], [-3.32754, 1.68945, -0.25800], [-3.99546, 2.44318, 0.63461], [-3.57742, 2.09150, 1.90092], [-2.62084, 1.09746, 1.66628], [-2.47738, 0.85438, 0.36773], [-3.97708, 0.58738, -2.48547], [-5.12460, 0.59697, -3.18485], [-5.32051, -0.65264, -3.73279], [-4.20928, -1.37579, -3.30020], [-3.39762, -0.63248, -2.54488], [0.17616, 4.10529, -3.86946], [1.05102, 1.67225, -2.95478], [-2.46684, 4.12598, -3.11584], [-4.13808, 2.75362, -2.03110], [-4.71348, 3.17322, 0.29994], [-3.90138, 2.50167, 2.84181], [-2.01943, 0.55769, 2.38367], [-5.70959, 1.49870, -3.25054], [-6.13943, -0.98638, -4.34503], [-3.97042, -2.40692, -3.51504], [3.84141, 0.23014, 3.00910], [3.82044, 1.38414, 1.99628], [4.84545, 2.44997, 2.42696], [4.27849, 0.79042, 0.65684], [2.07852, 2.18061, 1.95055], [0.85451, 0.63089, 0.73745], [1.20165, 2.26442, 3.64656], [-0.08348, 3.09477, 3.52125], [0.80748, 0.89007, 4.20917], [2.12326, 2.96194, 4.66485], [1.89526, 3.73550, 0.85412], [0.45158, 4.00805, 0.39775], [2.40475, 4.96404, 1.63262], [2.75020, 3.58246, -0.41207], [4.82348, -0.25221, 2.97158], [3.09020, -0.53082, 2.78070], [3.68795, 0.56594, 4.03365], [5.83471, 1.98950, 2.51970], [4.60760, 2.90171, 3.39111], [4.93021, 3.25334, 1.69314], [5.25411, 0.31707, 0.80783], [4.39630, 1.53591, -0.12831], [3.59056, 0.02006, 0.30365], [-0.77457, 2.69798, 2.77698], [0.11832, 4.13556, 3.27099], [-0.59806, 3.09084, 4.48811], [0.24971, 0.28637, 3.49113], [0.16304, 1.04802, 5.07978], [1.66423, 0.30686, 4.54260], [2.41602, 3.96458, 4.34455], [3.03239, 2.39484, 4.86535], [1.59185, 3.06856, 5.61622], [-0.20104, 4.31112, 1.21409], [-0.01079, 3.15773, -0.10533], [0.47796, 4.83320, -0.32109], [1.81292, 5.16450, 2.52623], [2.33507, 5.85134, 0.99503], [3.44918, 4.86583, 1.93721], [2.46090, 2.70787, -1.00068], [3.81690, 3.51918, -0.19368], [2.59997, 4.46471, -1.04230]], "nbo_charge": [1.769, -0.255, -0.465, 0.221, -0.250, -0.140, -0.254, 0.065, -0.515, -0.556, -0.287, 0.172, -0.190, -0.158, -0.236, 0.053, -0.514, -0.253, 0.218, -0.254, -0.141, -0.241, 0.058, -0.533, 0.226, 0.214, 0.241, 0.233, 0.223, 0.229, 0.234, 0.220, 0.240, 0.226, 0.222, 0.234, 0.236, 0.217, 0.242, 0.205, 0.230, 0.233, 0.235, 0.213, -0.358, -0.060, -0.373, -0.327, -0.002, 0.557, -0.325, -0.013, -0.360, -0.076, -0.358, -0.315, -0.004, -0.348, -0.065, -0.384, 0.231, 0.196, 0.224, -0.044, 0.226, 0.232, 0.201, 0.227, 0.233, 0.189, -0.604, -0.617, -0.613, -0.609, 2.061, -0.461, -0.621, -0.611, -0.605, -0.611, -0.621, -0.610, -0.612, -0.605, 0.213, 0.212, 0.210, 0.216, 0.218, 0.212, 0.210, 0.214, 0.210, 0.228, 0.210, 0.211, 0.209, 0.212, 0.213, 0.216, 0.209, 0.219, 0.215, 0.228, 0.212, 0.211, 0.219, 0.212, 0.212, 0.204, 0.217], "multiplicity": 1, "charge": 1, "orbital_gap_ev": 8.59, "homo_energy_ev": -10.62}

=====

[2]
{"formula": "C6H13NSi2", "method": "ωB97M-V/def2-TZVPD", "symbols": ["C", "C", "C", "C", "C", "C", "N", "Si", "Si", "H", "H", "H", "H", "H", "H", "H", "H", "H", "H", "H", "H", "H"], "coordinates": [[-1.00481, 2.49248, -0.60743], [-0.25643, 1.49617, -0.39248], [-2.04240, 0.53509, 2.14559], [-2.69707, -0.55496, -0.46577], [1.59284, -0.40325, -2.30170], [2.71553, 0.99398, 0.49026], [0.38229, -0.74612, 0.53146], [-1.19105, 0.09731, 0.48031], [1.22776, 0.40351, -0.54131], [-1.28532, 0.51010, 2.98390], [-2.44309, 1.45615, 2.08174], [-2.79491, -0.09055, 2.31592], [-3.38556, -0.91539, 0.22113], [-2.99243, 0.19561, -1.08776], [-2.55783, -1.49242, -1.18729], [0.71592, -0.27414, -2.90739], [2.28866, 0.22047, -2.83514], [2.04099, -1.42362, -2.02265], [3.49264, 0.30182, 0.49975], [3.30583, 1.88705, 0.05720], [2.42111, 1.20412, 1.42994], [0.28321, -1.71319, 0.40735]], "lowdin_spin": [1.498, 0.303, 0.008, 0.007, 0.010, 0.013, 0.020, 0.072, 0.052, 0.000, 0.004, 0.001, 0.001, 0.003, 0.000, 0.000, 0.000, 0.002, 0.002, 0.000, 0.000, 0.002], "s2": 2.031, "multiplicity": 3, "orbital_gap_ev": [7.27, 7.04], "homo_energy_ev": [-6.47, -9.34]}

=====

[3]
{"formula": "C24H18IN7OS6Ti", "method": "ωB97M-V/def2-TZVPD", "symbols": ["Ti", "S", "C", "S", "C", "C", "S", "S", "S", "N", "C", "N", "C", "N", "C", "C", "N", "C", "C", "N", "H", "H", "H", "H", "H", "I", "C", "C", "N", "N", "C", "H", "H", "H", "O", "S", "C", "C", "C", "C", "C", "C", "C", "C", "C", "C", "C", "C", "H", "H", "H", "H", "H", "H", "H", "H", "H", "H"], "coordinates": [[1.41636, 0.31217, 0.24556], [6.89546, -4.16573, -1.28194], [5.65186, -3.13083, -1.03244], [5.90196, -1.44203, -0.63764], [4.20596, -1.02373, -0.51164], [3.31066, -2.02773, -0.73434], [1.58806, -1.84913, -0.64974], [3.97266, -3.59983, -1.14024], [3.76596, 0.61967, -0.16514], [0.13016, 4.09677, 1.98816], [0.84706, 3.01587, 2.32226], [1.11726, 2.31877, 1.22966], [0.52286, 3.04847, 0.22466], [-0.07924, 4.12657, 0.68106], [0.62386, 2.65357, -1.16434], [0.30046, 3.51057, -2.22494], [0.49496, 3.14977, -3.47264], [0.99506, 1.94207, -3.70554], [1.27436, 1.04727, -2.67944], [1.09126, 1.40477, -1.40154], [-0.23274, 4.84377, 2.56796], [1.13696, 2.78457, 3.33056], [-0.09774, 4.49717, -2.02844], [1.17506, 1.69027, -4.73994], [1.64636, 0.04067, -2.86164], [0.75366, -0.93083, 6.20166], [1.64456, -0.53493, 4.35586], [2.95706, -0.17163, 4.09476], [3.06246, -0.01673, 2.76856], [1.89716, -0.25953, 2.14856], [1.02366, -0.57573, 3.10446], [3.78446, -0.03383, 4.76246], [3.88616, 0.25457, 2.22676], [0.00466, -0.84673, 2.87916], [-0.40574, 0.13547, 0.41506], [-1.72064, 0.54657, -0.29434], [-2.95454, -0.25593, 0.73516], [-4.24204, 0.25777, 0.71476], [-5.18944, -0.28523, 1.56616], [-4.83964, -1.31283, 2.43046], [-3.56074, -1.85083, 2.40416], [-2.60694, -1.32173, 1.55036], [-1.75094, -0.51853, -1.74154], [-1.99924, 0.07527, -2.97024], [-2.04284, -0.71943, -4.10384], [-1.83764, -2.08683, -4.00154], [-1.60464, -2.66903, -2.76494], [-1.55824, -1.88613, -1.62404], [-4.49484, 1.07227, 0.05266], [-6.19974, 0.09327, 1.55146], [-5.56334, -1.69813, 3.13206], [-3.30774, -2.68513, 3.04276], [-1.60154, -1.72533, 1.52556], [-2.17384, 1.13867, -3.03834], [-2.25014, -0.26913, -5.06124], [-1.88274, -2.70753, -4.88214], [-1.48264, -3.73703, -2.68154], [-1.39884, -2.33913, -0.65724]], "nbo_charge": [1.280, 0.103, -0.584, 0.497, -0.390, -0.436, 0.063, 0.490, -0.081, -0.296, 0.245, -0.535, 0.258, -0.189, 0.127, 0.062, -0.300, 0.026, 0.066, -0.502, 0.458, 0.250, 0.244, 0.241, 0.256, 0.273, -0.276, -0.011, -0.293, -0.374, -0.031, 0.264, 0.458, 0.241, -0.939, 1.270, -0.250, -0.198, -0.177, -0.174, -0.120, -0.244, -0.199, -0.221, -0.200, -0.148, -0.173, -0.221, 0.236, 0.247, 0.244, 0.231, 0.224, 0.232, 0.245, 0.246, 0.245, 0.237], "relative_energy_ev": 0.8281, "multiplicity": 1, "charge": 2, "orbital_gap_ev": [5.01, 5.01], "homo_energy_ev": [-12.24, -12.24]}

=====

[4]
{"formula": "C26H43BBrFINO5P", "method": "ωB97M-V/def2-TZVPD", "symbols": ["C", "C", "C", "C", "C", "C", "C", "C", "C", "C", "O", "C", "C", "O", "B", "O", "O", "C", "C", "C", "C", "F", "C", "C", "C", "Br", "C", "C", "C", "I", "N", "P", "C", "C", "H", "H", "H", "H", "H", "H", "H", "H", "H", "H", "H", "H", "H", "H", "H", "H", "H", "H", "H", "H", "H", "H", "H", "H", "H", "H", "H", "H", "H", "H", "H", "H", "H", "H", "H", "H", "H", "C", "C", "O", "H", "H", "H", "H", "H", "H"], "coordinates": [[3.99706, 3.09893, 2.02934], [2.59251, 2.90910, 1.42922], [2.43801, 3.82463, 0.20659], [1.50216, 3.30631, -0.92180], [1.00528, 4.45994, -1.82281], [0.43843, 2.34620, -0.44997], [0.70596, 0.95361, -0.58794], [1.95577, 0.51683, -1.10458], [2.25875, -0.79423, -1.30592], [3.60953, -1.21965, -1.82921], [3.63553, -1.52410, -3.19625], [3.12306, -0.51251, -4.04545], [1.26275, -1.73726, -1.01457], [1.60122, -3.04470, -1.25034], [1.48910, -3.48616, -2.58500], [0.61572, -2.83830, -3.40989], [2.23411, -4.54093, -2.98731], [0.02823, -1.40792, -0.47118], [-0.87185, -2.59136, -0.23182], [-0.72504, -3.23118, 1.19557], [0.03854, -2.39370, 2.18831], [-0.06351, -2.99144, 3.43291], [-0.26130, -0.02099, -0.21440], [-1.50905, 0.44811, 0.35144], [-2.57916, -0.50781, 0.83423], [-2.94594, -0.31307, 2.77542], [-3.88857, -0.59710, 0.01273], [-3.77412, -0.06009, -1.41260], [-1.71071, 1.80292, 0.45482], [-3.53712, 2.64182, 1.14164], [-0.72943, 2.75136, 0.08252], [-1.15175, 4.45271, 0.37324], [0.00119, 5.40824, 1.38639], [-1.85760, 5.28708, -1.07444], [4.06639, 2.74254, 3.04959], [4.69792, 2.53516, 1.41720], [4.31747, 4.13311, 1.95704], [1.85047, 3.11812, 2.19516], [2.53419, 1.86957, 1.13140], [3.43362, 3.88272, -0.22725], [2.18551, 4.83620, 0.49573], [2.16476, 2.80017, -1.59262], [0.10482, 4.17175, -2.35088], [0.79661, 5.33972, -1.22620], [1.79649, 4.73770, -2.50933], [2.73924, 1.20569, -1.34313], [4.32041, -0.42584, -1.57896], [3.91863, -2.09461, -1.26795], [2.03843, -0.57265, -4.11111], [3.58797, -0.65055, -5.01306], [3.38255, 0.48738, -3.69182], [0.39736, -3.42612, -4.14276], [2.82273, -4.80578, -2.27256], [-1.90156, -2.37979, -0.48272], [-0.63136, -3.40421, -0.89555], [-1.73367, -3.43437, 1.54516], [-0.22980, -4.19170, 1.10307], [-0.35362, -1.39023, 2.29961], [1.09474, -2.33763, 1.93241], [-2.25872, -1.52172, 0.87451], [-4.71268, -0.13567, 0.53877], [-4.15106, -1.64749, -0.08879], [-2.86060, -0.42501, -1.87867], [-3.79738, 1.02105, -1.45336], [-4.59157, -0.42773, -2.02460], [0.63838, 6.06500, 0.79392], [-0.53012, 6.03238, 2.09433], [0.64713, 4.74983, 1.95552], [-2.13143, 4.54448, -1.81598], [-1.19374, 6.03731, -1.49472], [-2.77156, 5.77977, -0.75750], [-2.77412, -5.38420, 4.05617], [-3.78771, -6.08546, 3.17206], [-3.18066, -6.60223, 1.98730], [-2.29557, -4.57303, 3.50759], [-3.24632, -4.97081, 4.94831], [-1.98804, -6.07443, 4.37041], [-4.55783, -5.38847, 2.84471], [-4.27658, -6.90050, 3.71465], [-2.50787, -7.23472, 2.25600]], "mulliken_charge": [-1.526, 0.175, -1.362, 0.847, -1.750, 0.556, 1.051, -1.139, -0.166, -1.197, -0.373, -0.575, 0.074, -1.015, 1.041, -0.581, -0.449, 1.240, -1.909, -0.517, 0.071, -0.358, -0.468, 1.843, -0.046, 0.056, -0.606, -1.076, 0.100, 0.115, 0.093, -0.007, -1.031, -1.093, 0.410, 0.367, 0.352, 0.290, 0.029, 0.422, 0.683, 0.121, 0.298, 0.265, 0.512, 0.250, 0.527, 0.395, 0.221, 0.309, 0.266, 0.311, 0.279, 0.617, 0.519, 0.100, 0.501, 0.113, 0.196, -1.610, 0.565, 0.419, 0.211, 0.253, 0.437, 0.385, 0.517, 0.231, 0.364, 0.403, 0.394, -0.640, -0.326, -0.509, -0.029, 0.336, 0.342, 0.272, 0.313, 0.298], "multiplicity": 1, "charge": 1, "orbital_gap_ev": 6.36, "homo_energy_ev": -10.25}

=====

[5]
{"formula": "C8H10Cl2N", "method": "ωB97M-V/def2-TZVPD", "symbols": ["C", "C", "C", "C", "C", "C", "C", "C", "N", "Cl", "Cl", "H", "H", "H", "H", "H", "H", "H", "H", "H", "H"], "coordinates": [[-2.86637, -1.07720, 0.81317], [-2.62399, 0.19691, 1.32040], [-1.70922, -1.84678, 0.55870], [-1.35358, 0.67026, 1.50666], [-0.45772, -1.45184, 0.84722], [0.18026, 1.18779, -1.45680], [1.59444, 1.20987, -0.94205], [0.93316, 0.30032, 1.54242], [-0.31478, -0.13710, 1.32226], [2.16184, 2.78948, -0.58253], [1.32511, 1.79911, 2.27234], [-3.82175, -1.32610, 0.45201], [-3.37848, 0.90666, 1.64872], [-2.04293, -2.91367, 0.19109], [-1.07474, 1.73954, 1.59223], [0.40008, -2.05211, 0.82797], [0.09811, 1.91845, -2.30083], [-0.13648, 0.09790, -1.73697], [-0.58973, 1.46263, -0.61696], [2.21224, 0.37304, -0.92856], [1.72525, -0.57110, 1.59787]], "nbo_charge": [-0.131, -0.192, -0.207, 0.019, 0.019, -0.706, -0.099, -0.071, -0.321, 0.096, 0.122, 0.250, 0.256, 0.274, 0.261, 0.242, 0.272, 0.236, 0.218, 0.212, 0.249], "relative_energy_ev": 4.4065, "multiplicity": 1, "charge": 1, "orbital_gap_ev": [7.52, 6.16], "homo_energy_ev": [-12.10, -11.69]}

=====

[6]
{"formula": "C5H3NO", "method": "ωB97M-V/def2-TZVPD", "symbols": ["C", "C", "C", "C", "O", "N", "C", "H", "H", "H"], "coordinates": [[-1.20707, -0.76275, 0.82740], [-1.36070, 0.33751, -0.05381], [-0.66611, 1.08661, -0.73827], [0.13805, -0.96469, 0.71385], [0.71429, -1.00751, -0.53235], [1.46579, 0.12397, -0.92929], [0.71414, 1.18003, -1.04385], [-1.86836, -1.11716, 1.61162], [0.83697, -0.94009, 1.54375], [1.23298, 2.06408, -1.39906]], "nbo_charge": [-0.342, 0.076, -0.107, 0.227, -0.390, -0.108, -0.019, 0.243, 0.191, 0.227], "relative_energy_ev": 5.8084, "multiplicity": 1, "orbital_gap_ev": 8.56, "homo_energy_ev": -8.91, "smiles": "C1#CC=NOC=C1"}